# C2H3ClFNO2

C2H3ClFNO2 as an isolated structure (wB97M-V/def2-TZVPD, OMol25).

Values from the calculation:
HOMO energy: -11.1651 eV
HOMO-LUMO gap: 10.7 eV
relative energy (zero: lowest compared OMol25 entry of this formula, charge and spin): 305.5 kJ/mol

Geometry as ORCA input:
```
! RIJCOSX wB97M-V def2-TZVPD def2/J DEFGRID3
* xyz 0 1
C -0.672 1.052 -0.534
C 0.665 -0.205 0.123
N -0.012 -1.405 0.561
O -0.728 -1.273 1.510
O 0.166 -2.384 -0.101
F 1.427 -0.369 -0.943
Cl 1.664 0.577 1.325
H -1.504 1.063 0.065
H -0.137 2.060 -0.450
H -0.868 0.884 -1.555
*
```